(1)
A molecular structure, C44H34BF5NOP2SiSn. Source: OMol25; level of theory: ωB97M-V with the def2-TZVPD basis set.

Geometry as ORCA input:
```
! RIJCOSX wB97M-V def2-TZVPD def2/J DEFGRID3
* xyz -1 1
Sn -1.412 -0.565 2.194
C -1.585 3.103 1.963
Si -0.712 1.779 0.942
C 1.111 2.344 0.812
C 1.447 3.618 1.293
C 2.735 4.118 1.202
C 3.735 3.354 0.618
C 3.431 2.098 0.129
C 2.136 1.585 0.223
P 1.719 -0.051 -0.503
C 2.445 0.180 -2.183
C 1.611 0.776 -3.129
C 2.048 1.010 -4.424
C 3.329 0.630 -4.803
C 4.164 0.024 -3.876
C 3.727 -0.198 -2.576
C 2.965 -1.138 0.273
C 3.620 -0.815 1.456
C 4.486 -1.723 2.055
C 4.708 -2.963 1.480
C 4.041 -3.304 0.309
C 3.169 -2.406 -0.280
C -1.344 2.152 -0.850
C -0.645 3.107 -1.602
C -1.061 3.501 -2.865
C -2.197 2.938 -3.429
C -2.909 1.989 -2.714
C -2.496 1.604 -1.440
P -3.381 0.329 -0.488
C -5.038 0.316 -1.266
C -5.966 1.242 -0.790
C -7.237 1.314 -1.338
C -7.605 0.445 -2.356
C -6.694 -0.490 -2.825
C -5.416 -0.553 -2.286
C -2.622 -1.212 -1.117
C -1.504 -1.221 -1.943
C -0.863 -2.415 -2.251
C -1.334 -3.611 -1.739
C -2.456 -3.616 -0.918
C -3.086 -2.427 -0.600
H -1.627 4.054 1.425
H -1.093 3.249 2.925
H -2.608 2.787 2.175
H 0.683 4.232 1.754
H 2.958 5.106 1.587
H 4.746 3.737 0.545
H 4.207 1.500 -0.335
H 0.606 1.067 -2.845
H 1.382 1.480 -5.137
H 3.672 0.801 -5.816
H 5.164 -0.277 -4.162
H 4.394 -0.667 -1.865
H 3.452 0.147 1.925
H 4.975 -1.459 2.985
H 5.376 -3.672 1.953
H 4.182 -4.284 -0.131
H 2.627 -2.695 -1.173
H 0.254 3.551 -1.190
H -0.492 4.245 -3.411
H -2.527 3.235 -4.417
H -3.798 1.548 -3.148
H -5.686 1.909 0.017
H -7.945 2.042 -0.961
H -8.601 0.493 -2.778
H -6.977 -1.173 -3.617
H -4.707 -1.281 -2.660
H -1.117 -0.293 -2.341
H 0.020 -2.397 -2.879
H -0.818 -4.537 -1.954
H -2.817 -4.545 -0.497
H -3.935 -2.432 0.076
F 3.371 -5.020 4.841
C 2.559 -4.296 4.047
C 2.094 -4.820 2.854
F 2.470 -6.057 2.487
C 1.279 -4.074 2.027
F 0.879 -4.620 0.864
C 0.889 -2.759 2.338
O 0.140 -2.059 1.546
C 1.374 -2.274 3.563
F 1.055 -1.009 3.905
C 2.190 -3.009 4.398
F 2.652 -2.472 5.535
B -0.551 2.296 6.319
C -0.853 1.491 4.993
N -1.109 0.923 4.017
H -1.546 2.229 7.011
H -0.308 3.441 5.992
H 0.404 1.771 6.853
*
```

## Properties
**Calculated total energy**: -3537.87285 a.u.
**E_HOMO**: -4.854 eV
**LUMO level**: 2.317 eV
**Energy above the lowest of the compared OMol25 structures with the same formula, charge and spin**: 0.0 kcal per mole
**Molar mass**: 907.31 g mol⁻¹

Atomic partial charges in e from the Mulliken method, atoms 1 to 2: 0.77, -1.86

***

(2)
A molecular structure, C44H34BrN7O5P2ReSe2. Source: OMol25; level of theory: ωB97M-V with the def2-TZVPD basis set.

Geometry as ORCA input:
```
! RIJCOSX wB97M-V def2-TZVPD def2/J DEFGRID3
* xyz 2 2
Re 1.176 -1.732 -1.929
Se 0.276 5.024 -0.551
P 0.203 3.447 0.987
C 1.612 3.501 2.076
C 2.737 2.732 1.775
C 3.875 2.853 2.556
C 3.893 3.738 3.624
C 2.779 4.516 3.916
C 1.638 4.407 3.140
C -1.343 3.515 1.892
C -2.508 3.848 1.195
C -3.722 3.867 1.859
C -3.781 3.556 3.212
C -2.627 3.225 3.905
C -1.405 3.205 3.250
C 0.350 2.026 -0.073
C 0.423 0.641 0.026
N 0.780 0.221 -1.211
N 0.883 1.263 -2.021
N 0.627 2.356 -1.352
P 0.215 -0.574 1.323
Se 0.445 -2.507 0.251
C -1.388 -0.402 2.093
C -1.625 -1.078 3.293
C -2.895 -1.068 3.845
C -3.924 -0.389 3.206
C -3.686 0.282 2.014
C -2.424 0.270 1.447
C 1.447 -0.465 2.622
C 2.602 -1.243 2.605
C 3.518 -1.129 3.639
C 3.284 -0.248 4.685
C 2.129 0.523 4.709
C 1.209 0.412 3.683
H 2.737 2.040 0.941
H 4.746 2.255 2.324
H 4.786 3.834 4.229
H 2.805 5.218 4.738
H 0.782 5.034 3.356
H -2.457 4.111 0.146
H -4.622 4.143 1.326
H -4.730 3.585 3.731
H -2.674 2.992 4.961
H -0.506 2.976 3.804
H -0.827 -1.613 3.792
H -3.081 -1.595 4.770
H -4.919 -0.389 3.631
H -4.499 0.805 1.534
H -2.242 0.781 0.510
H 2.787 -1.926 1.787
H 4.414 -1.734 3.632
H 4.000 -0.171 5.493
H 1.943 1.201 5.532
H 0.294 0.985 3.718
O -6.642 0.395 -1.221
C -5.835 -0.510 -0.640
O -6.197 -1.138 0.312
C -4.459 -0.670 -1.220
C -3.858 -1.924 -1.126
C -2.590 -2.130 -1.639
C -1.918 -1.066 -2.231
C -2.480 0.204 -2.270
C -3.762 0.393 -1.774
N -0.656 -1.266 -2.897
C -0.626 -0.837 -4.114
C 0.633 -0.874 -4.806
C 0.775 -0.581 -6.154
C 2.022 -0.736 -6.731
C 3.065 -1.182 -5.932
C 2.846 -1.446 -4.592
N 1.645 -1.285 -4.019
H -6.289 0.693 -2.068
H -4.405 -2.732 -0.660
H -2.134 -3.110 -1.608
H -1.918 1.032 -2.686
H -4.198 1.386 -1.805
H -1.523 -0.465 -4.596
H -0.079 -0.245 -6.725
H 2.179 -0.519 -7.779
H 4.058 -1.317 -6.337
H 3.648 -1.766 -3.944
O 4.698 0.031 -1.610
N 3.710 -0.416 -1.114
O 3.232 -0.140 -0.036
O 3.095 -1.408 -1.845
Br 3.541 -4.246 -0.640
C 2.503 -4.661 -2.155
C 2.710 -5.918 -2.706
C 1.975 -6.299 -3.810
C 1.043 -5.411 -4.326
C 0.902 -4.186 -3.719
N 1.618 -3.782 -2.646
H 3.442 -6.575 -2.261
H 2.121 -7.276 -4.253
H 0.428 -5.662 -5.178
H 0.172 -3.478 -4.082
*
```

## Properties
**Calculated total energy**: -10593.96549 a.u.
**E_HOMO (alpha / beta)**: -12.722 / -12.717 eV
**LUMO level (alpha / beta)**: -5.964 / -7.010 eV
**Energy above the lowest of the compared OMol25 structures with the same formula, charge and spin**: 0.0 kcal per mole
**Molar mass**: 1226.78 g mol⁻¹

Atomic partial charges in e from the Mulliken method, atoms 1 to 2: 0.50, 0.03